Computed, not measured: a structure of composition C45H42Cl2CoN2O6Sb, with ωB97M-V/def2-TZVPD.

Element x y z (Å)
Co 0.70686 -0.01712 -1.34342
N -0.58143 0.33884 -2.85422
C -0.90069 -0.80276 -3.72280
C 0.32424 -1.24698 -4.49583
C 1.38613 -1.90708 -3.62663
O 2.09674 -2.77096 -4.12998
O 1.43468 -1.50344 -2.40344
H -1.39116 0.66839 -2.33810
H -0.23375 1.12060 -3.39766
H -1.70512 -0.55234 -4.41356
H -1.25310 -1.61552 -3.08668
H 0.78732 -0.38427 -4.98973
H 0.04538 -1.95743 -5.26940
C 1.57997 -6.47561 -1.74263
C 0.21408 -6.35879 -1.52507
C -0.31371 -5.17908 -1.00580
C 0.51880 -4.10303 -0.69151
C 1.88732 -4.22223 -0.95663
C 2.41526 -5.40061 -1.46535
Sb -0.17528 -2.21762 0.09894
C -2.21418 -2.85773 0.37992
C -3.21639 -2.24525 -0.37527
C -4.53223 -2.69999 -0.32634
C -4.86258 -3.77444 0.48710
C -3.87802 -4.38678 1.25791
C -2.56530 -3.93307 1.20248
C 0.45275 -2.63161 2.11169
C -0.38320 -2.34762 3.19264
C 0.06174 -2.51780 4.49750
C 1.35740 -2.96080 4.74248
C 2.20153 -3.23556 3.67577
C 1.75022 -3.06961 2.36972
H 1.98966 -7.39292 -2.14779
H -0.44620 -7.18366 -1.76612
H -1.38372 -5.10733 -0.85011
H 2.54196 -3.36784 -0.81257
H 3.47591 -5.47095 -1.67207
H -2.97044 -1.39433 -1.00452
H -5.29641 -2.22019 -0.92790
H -5.88386 -4.13529 0.52312
H -4.13293 -5.22641 1.89590
H -1.80374 -4.42174 1.80208
H -1.38472 -1.97422 3.01702
H -0.59889 -2.28837 5.32640
H 1.70779 -3.08310 5.76022
H 3.21567 -3.57500 3.85741
H 2.42247 -3.28820 1.54815
C 6.13853 3.77401 3.49238
C 5.26630 3.07291 2.47951
C 4.47147 3.78463 1.59642
C 3.63746 3.15414 0.67121
C 2.87273 4.03919 -0.29206
C 3.58141 1.74995 0.65735
C 4.41224 1.00725 1.52368
C 4.47037 -0.50408 1.52790
C 5.23950 1.68607 2.40946
C 2.60458 1.03867 -0.23781
O 2.15416 1.59521 -1.27146
O 2.20086 -0.12483 0.07897
H 6.17975 4.84809 3.30399
H 7.15864 3.38231 3.47087
H 5.75272 3.62384 4.50508
H 4.49828 4.87057 1.61324
H 2.92494 5.07762 0.04349
H 1.83390 3.74418 -0.40180
H 3.30642 3.97604 -1.29165
H 4.47486 -0.91284 0.51853
H 3.59540 -0.92325 2.02687
H 5.36893 -0.83477 2.05097
H 5.88105 1.10803 3.07203
Cl -6.14127 1.89227 0.22363
C -5.16428 1.85526 -1.26583
C -5.48815 0.95825 -2.23962
C -4.73269 0.91772 -3.40884
C -3.66424 1.78864 -3.57754
C -3.32133 2.69155 -2.59827
Cl -2.01724 3.79299 -2.94827
C -4.07289 2.76642 -1.38488
N -3.90661 3.69025 -0.40596
C -2.70227 4.34342 0.03941
C -2.54089 5.69047 -0.26934
C -1.42692 6.37253 0.17756
C -0.48085 5.70164 0.94670
C -0.67225 4.37073 1.27856
C -1.79342 3.65922 0.84841
C -1.98930 2.24059 1.33995
C -0.98809 1.18092 0.82239
O -0.64861 0.30980 1.62915
O -0.70721 1.24128 -0.42851
H -6.33226 0.28801 -2.09279
H -4.98695 0.21146 -4.20059
H -3.10159 1.79260 -4.50747
H -4.62044 3.62749 0.30282
H -3.28822 6.18154 -0.88439
H -1.29459 7.41822 -0.07088
H 0.40418 6.22143 1.29403
H 0.05615 3.85313 1.89790
H -2.98770 1.86352 1.10928
H -1.88135 2.22251 2.42091

Calculated values
Net charge = -1
Multiplicity = 2
HOMO (spin up / spin down) = -0.1773 / -0.1988 Ha
Energy relative to the best compared isomer or geometry (same formula, charge and spin) = 7.3 kcal/mol
Electronic energy = -4844.54159 Eh
Lowest unoccupied orbital energy (spin up / spin down) = 0.082 / 0.082 Ha
HOMO-LUMO gap (spin up / spin down) = 7.051 / 7.638 eV